Below is C57H51ClI2NO2P2PbSSi as an isolated structure, with properties calculated with wB97M-V/def2-TZVPD.

Each line ends with the Löwdin charge.
Geometry (Å):
Pb: 0.67629 -0.94902 0.06187  0.748
O: -0.29747 -2.18818 4.04453  -0.521
S: -0.18406 -0.89707 3.28764  0.776
C: 0.93082 0.09959 4.30158  -0.382
C: 0.86191 -0.14009 5.66994  -0.098
C: 1.74707 0.47694 6.53575  -0.070
C: 2.74848 1.28962 6.01452  -0.069
C: 2.85785 1.44895 4.64310  -0.102
C: 1.94340 0.87185 3.75684  -0.348
P: 2.25494 0.98637 1.94043  0.935
C: 2.33809 2.75508 1.49156  -0.414
C: 2.68443 3.81180 2.32518  -0.079
C: 2.77926 5.10115 1.81985  -0.089
C: 2.54010 5.34673 0.47542  -0.090
C: 2.19227 4.29833 -0.36423  -0.064
C: 2.08581 3.01510 0.14795  -0.136
C: 4.05583 0.56541 1.97814  -0.376
C: 4.96928 1.22157 1.15711  -0.086
C: 6.28498 0.78509 1.06786  -0.090
C: 6.70853 -0.31668 1.79435  -0.100
C: 5.80246 -0.98743 2.60499  -0.093
C: 4.49008 -0.55418 2.68842  -0.124
C: -1.77558 -0.09059 3.58762  -0.456
C: -2.01594 0.76413 4.64981  -0.082
C: -3.30178 1.22541 4.88480  -0.071
C: -4.35083 0.81671 4.07065  -0.074
C: -4.09704 -0.04204 3.01200  -0.087
C: -2.80740 -0.49063 2.74978  -0.401
P: -2.44582 -1.63015 1.35324  1.043
C: -3.57381 -2.99799 1.84455  -0.341
C: -3.12886 -3.77977 2.91365  -0.095
C: -3.88372 -4.84714 3.37205  -0.087
C: -5.09420 -5.15840 2.76415  -0.104
C: -5.54888 -4.38077 1.70992  -0.093
C: -4.79612 -3.30404 1.25588  -0.088
C: -3.30051 -0.89632 -0.08090  -0.368
C: -3.43587 -1.70269 -1.21368  -0.127
C: -3.99648 -1.20325 -2.37825  -0.090
C: -4.41825 0.11876 -2.43015  -0.086
C: -4.25505 0.93537 -1.32127  -0.074
C: -3.69272 0.43722 -0.15356  -0.085
H: 0.12957 -0.85166 6.03337  0.112
H: 1.67584 0.30130 7.60163  0.102
H: 3.46945 1.76332 6.66911  0.102
H: 3.70907 1.98601 4.24576  0.102
H: 2.85858 3.65142 3.38013  0.084
H: 3.04047 5.91650 2.48358  0.096
H: 2.61613 6.35424 0.08500  0.096
H: 1.99219 4.46942 -1.41315  0.100
H: 1.79793 2.20324 -0.50762  0.076
H: 4.65660 2.07992 0.57665  0.097
H: 6.97866 1.30963 0.42143  0.098
H: 7.73367 -0.65791 1.72274  0.095
H: 6.11399 -1.86233 3.16178  0.100
H: 3.79159 -1.10551 3.30912  0.110
H: -1.20387 1.11026 5.27838  0.101
H: -3.48008 1.90883 5.70560  0.101
H: -5.35883 1.16474 4.25796  0.099
H: -4.90873 -0.36631 2.37051  0.111
H: -2.18960 -3.53092 3.40107  0.084
H: -3.52322 -5.44032 4.20343  0.099
H: -5.67821 -6.00185 3.11093  0.094
H: -6.49670 -4.60750 1.23699  0.097
H: -5.16831 -2.70223 0.43561  0.097
H: -3.08893 -2.73204 -1.18762  0.085
H: -4.08575 -1.84056 -3.24951  0.103
H: -4.84878 0.51688 -3.34024  0.100
H: -4.54274 1.97771 -1.36972  0.102
H: -3.52092 1.09654 0.68672  0.083
I: 3.12760 -2.48326 -0.53387  -0.063
Cl: -0.64498 1.63674 1.59348  -0.008
I: -1.90780 -6.05561 -3.08333  0.849
C: -1.07161 -5.44180 -1.27850  -0.713
C: -0.69660 -6.36067 -0.31250  -0.136
C: -0.15382 -5.88523 0.86969  -0.045
C: -0.01030 -4.51710 1.03776  -0.148
N: -0.36960 -3.64311 0.10434  -0.041
C: -0.88441 -4.08981 -1.03476  -0.237
H: -0.82269 -7.42168 -0.48107  0.095
H: 0.15329 -6.56531 1.65228  0.107
H: 0.39602 -4.10098 1.95387  0.111
H: -1.15170 -3.34327 -1.77695  0.085
C: -1.14499 -1.10674 -4.79429  -0.092
C: 0.25105 -0.47597 -4.75576  -0.599
C: 1.28547 -1.58581 -4.51524  -0.095
C: 0.57170 0.19032 -6.09598  -0.091
Si: 0.37013 0.70253 -3.27183  0.433
O: 0.21813 -0.13427 -1.90837  -0.563
C: 2.03857 1.58997 -3.39273  -0.213
C: 3.18769 1.02047 -2.83746  -0.102
C: 4.41957 1.65733 -2.91232  -0.086
C: 4.52994 2.88487 -3.55026  -0.103
C: 3.40410 3.46718 -4.11569  -0.104
C: 2.17524 2.82506 -4.03307  -0.102
C: -0.91337 2.09215 -3.30535  -0.201
C: -1.06928 2.80333 -2.10829  -0.092
C: -1.89324 3.91597 -2.02729  -0.087
C: -2.60626 4.33580 -3.14297  -0.110
C: -2.49926 3.62500 -4.32950  -0.105
C: -1.66092 2.51768 -4.40467  -0.102
H: -1.18746 -1.89338 -5.55835  0.081
H: -1.92158 -0.37276 -5.02351  0.068
H: -1.39750 -1.55913 -3.83160  0.059
H: 1.20530 -2.34576 -5.30260  0.082
H: 1.14194 -2.07640 -3.55045  0.056
H: 2.30644 -1.19591 -4.53187  0.076
H: 0.58670 -0.56425 -6.89254  0.079
H: 1.55322 0.67023 -6.07651  0.074
H: -0.16040 0.94884 -6.37933  0.058
H: 3.12642 0.06379 -2.33118  0.036
H: 5.28873 1.18970 -2.46735  0.098
H: 5.48764 3.38956 -3.60140  0.093
H: 3.48140 4.42742 -4.61271  0.094
H: 1.30104 3.30141 -4.46690  0.100
H: -0.56474 2.46795 -1.20892  0.054
H: -1.98395 4.44469 -1.08561  0.103
H: -3.25252 5.20384 -3.08375  0.092
H: -3.06614 3.93320 -5.20051  0.092
H: -1.59274 1.98766 -5.34703  0.076

Summary:
total energy	-5026.983013	hartree
net charge	-1
energy relative to the best compared isomer or geometry (same formula, charge and spin)	0.0	kcal/mol

---

Below is a 9-piece molecular cluster, C57H51F13N5O6S overall at a distorted geometry, with properties calculated with wB97M-V/def2-TZVPD.

Each line ends with the Löwdin charge.
Geometry (Å):
O: -1.04644 1.61986 4.17049  0.131
N: -0.60907 0.76455 3.54033  0.006
O: -0.10007 1.27338 2.27808  -0.091
C: -0.07338 0.26008 1.32734  -0.169
N: 0.88440 -0.81800 1.66439  0.160
C: 2.09600 -0.59331 2.10849  -0.288
N: 2.64297 0.60134 2.35492  0.250
C: 3.86780 0.37959 2.81282  -0.228
C: 4.80344 1.46370 3.18671  -0.080
C: 6.21375 0.98316 3.55423  -0.144
C: 6.32617 0.19549 4.88432  -0.086
C: 5.27812 0.46644 5.92206  -0.550
O: 4.71934 -0.41995 6.51314  0.119
O: 5.03702 1.76098 6.15525  0.122
N: 4.13907 -0.92788 2.86554  0.177
N: 3.01672 -1.58297 2.40671  -0.052
S: 2.97590 -3.24913 2.26163  0.764
O: 3.92151 -3.60750 1.26515  -0.197
O: 1.63082 -3.67662 2.09963  -0.198
C: 3.59941 -3.94921 3.84988  -0.458
F: 4.88309 -3.56629 3.99736  0.126
F: 2.89970 -3.47652 4.87581  0.166
C: 3.55566 -5.51017 3.85796  -0.612
F: 2.31900 -5.94361 3.73816  0.213
F: 4.30487 -5.99759 2.89357  0.216
F: 4.04337 -5.87939 5.03059  0.198
H: 0.17610 0.64736 0.34374  0.129
H: -1.05409 -0.20684 1.25363  0.138
H: 0.53323 -1.75570 1.53275  0.143
H: 4.34566 2.08790 3.94744  0.130
H: 4.89169 2.08406 2.29327  0.141
H: 6.89060 1.82884 3.55173  0.124
H: 6.54051 0.30979 2.76087  0.116
H: 6.35724 -0.88118 4.74298  0.109
H: 7.28227 0.45059 5.34239  0.139
H: 4.53266 1.81603 6.98331  0.148
H: 5.00838 -1.35249 3.15343  0.160
F: 1.80433 -0.13725 -1.52702  0.016
C: 1.25656 -1.22486 -2.14188  -0.285
C: 1.95076 -2.41728 -2.15090  -0.027
C: 1.38032 -3.52560 -2.76235  -0.070
C: 0.13573 -3.42015 -3.36721  -0.068
C: -0.54573 -2.21048 -3.35043  -0.057
C: 0.01278 -1.10376 -2.72783  -0.018
H: 2.92468 -2.46987 -1.67867  0.112
H: 1.90921 -4.46851 -2.76313  0.110
H: -0.30693 -4.28045 -3.84979  0.111
H: -1.51252 -2.12751 -3.82171  0.077
H: -0.50740 -0.15353 -2.69980  0.109
F: -3.34439 -2.54771 -4.68131  0.029
C: -4.19178 -1.48726 -4.73578  -0.276
C: -5.29074 -1.55292 -5.56388  -0.013
C: -6.14698 -0.46130 -5.61311  -0.068
C: -5.89164 0.66877 -4.84750  -0.088
C: -4.77736 0.70719 -4.02259  -0.077
C: -3.91780 -0.37957 -3.95981  -0.020
H: -5.46632 -2.43933 -6.15817  0.119
H: -7.01643 -0.49435 -6.25526  0.108
H: -6.55951 1.51365 -4.89476  0.093
H: -4.57515 1.58757 -3.42891  0.101
H: -3.04656 -0.37089 -3.31798  0.096
F: 3.38763 -9.22378 9.92916  0.059
C: 3.94335 -8.01382 9.72880  -0.298
C: 3.94140 -7.47791 8.45700  -0.028
C: 4.50584 -6.22777 8.25537  -0.084
C: 5.07026 -5.53558 9.31765  -0.091
C: 5.06560 -6.09631 10.58729  -0.076
C: 4.49516 -7.34250 10.80120  -0.008
H: 3.50190 -8.03536 7.63963  0.118
H: 4.50277 -5.79299 7.26900  0.078
H: 5.51163 -4.56112 9.15736  0.100
H: 5.50670 -5.56213 11.41758  0.107
H: 4.47399 -7.79260 11.78438  0.121
F: -0.36560 4.04252 -3.30133  0.063
C: 0.76033 4.02382 -2.56463  -0.279
C: 1.17203 5.18300 -1.93694  -0.002
C: 2.32952 5.15226 -1.17309  -0.084
C: 3.06078 3.97841 -1.05910  -0.111
C: 2.63013 2.82589 -1.70413  -0.116
C: 1.46640 2.84224 -2.45767  -0.028
H: 0.59321 6.08955 -2.04889  0.125
H: 2.66305 6.05046 -0.67309  0.112
H: 3.96846 3.96140 -0.47000  0.101
H: 3.20049 1.91109 -1.62057  0.097
H: 1.10861 1.95484 -2.96179  0.106
F: -3.03966 -5.28348 8.08687  0.055
C: -1.95773 -5.99192 8.46845  -0.289
C: -1.96098 -6.60702 9.70359  -0.013
C: -0.84418 -7.33601 10.08601  -0.072
C: 0.25286 -7.43295 9.24119  -0.083
C: 0.23192 -6.80403 8.00442  -0.083
C: -0.88232 -6.07842 7.60810  -0.023
H: -2.82397 -6.51280 10.34852  0.119
H: -0.83125 -7.82924 11.04826  0.108
H: 1.12130 -7.99997 9.54642  0.086
H: 1.08761 -6.87671 7.34593  0.090
H: -0.92515 -5.58561 6.64584  0.111
F: -5.58497 3.62475 -4.69931  0.035
C: -5.37451 4.55924 -5.65723  -0.275
C: -6.44677 4.99573 -6.40623  -0.010
C: -6.22955 5.95316 -7.38597  -0.071
C: -4.94975 6.44553 -7.60443  -0.088
C: -3.88684 5.98672 -6.83873  -0.081
C: -4.09520 5.03622 -5.84994  -0.017
H: -7.43076 4.58703 -6.22390  0.097
H: -7.05798 6.30840 -7.98219  0.095
H: -4.78191 7.18804 -8.37249  0.103
H: -2.88959 6.36821 -7.01109  0.105
H: -3.28295 4.66800 -5.23724  0.113
F: 4.09452 6.67818 -3.20288  0.052
C: 4.55253 5.90293 -4.21035  -0.272
C: 4.20246 4.56730 -4.24376  -0.007
C: 4.67855 3.78539 -5.28669  -0.076
C: 5.49401 4.33744 -6.26506  -0.095
C: 5.83273 5.68181 -6.20465  -0.081
C: 5.35762 6.47769 -5.17239  -0.016
H: 3.57566 4.15062 -3.47187  0.072
H: 4.40895 2.73831 -5.33443  0.104
H: 5.86336 3.72164 -7.07380  0.102
H: 6.46947 6.11520 -6.96374  0.106
H: 5.60360 7.52915 -5.11029  0.118
F: -9.32013 5.48268 -8.70430  0.048
C: -10.46043 4.97855 -8.18222  -0.280
C: -11.51774 4.72150 -9.03049  -0.015
C: -12.68719 4.20099 -8.49672  -0.080
C: -12.78664 3.95444 -7.13434  -0.094
C: -11.71075 4.22677 -6.30169  -0.081
C: -10.53287 4.74039 -6.82516  -0.020
H: -11.42057 4.92706 -10.08780  0.119
H: -13.52348 3.98804 -9.14840  0.106
H: -13.70215 3.55227 -6.72275  0.102
H: -11.78702 4.04164 -5.23884  0.105
H: -9.68393 4.95791 -6.19210  0.101

Summary:
total energy	-4623.942500	hartree
net charge	+1

---

HOMO energy list, top to bottom, in eV: -5.15; -10.35
Gap between HOMO and LUMO list, top to bottom, in eV: 7.1; 6.9